Density functional theory data (ωB97M-V with the def2-TZVPD basis set) for 10 unconnected molecules or ions with the total composition C38H105N9O11 in a non-equilibrium geometry.

Summary:
ΔE to the lowest compared entry with this formula, charge and spin: 43.3 kJ/mol
HOMO-LUMO gap: 9.4 eV
Net charge: 0
HOMO level: -8.8258 eV
Structure (SMILES): COC[C@H](C)N.COC[C@H](C)N.COC[C@H](C)N.COC[C@H](C)N.COC[C@H](C)N.COC[C@H](C)N.COC[C@H](C)N.COC[C@H](C)N.COC[C@H](C)N.OCCO
LUMO level: 0.61 eV
DFT total energy: -77037.15547 eV
Spin multiplicity: 1

Bonds (Å) are listed after each position.
Cartesian coordinates (Å):
1 C -0.530 0.308 0.644  C2 1.534, O4 1.461, H5 1.087, H6 1.096
2 C -1.137 0.530 -0.747  C1 1.534, O3 1.456, H7 1.091, H8 1.096
3 O -2.115 -0.512 -1.029  C2 1.456, H9 0.987
4 O 0.233 1.444 1.154  C1 1.461, H10 0.974
5 H 0.125 -0.556 0.716  C1 1.087
6 H -1.322 0.103 1.374  C1 1.096
7 H -0.348 0.524 -1.499  C2 1.091
8 H -1.501 1.563 -0.700  C2 1.096
9 H -1.942 -1.005 -1.866  O3 0.987
10 H 0.203 1.427 2.127  O4 0.974
11 C 3.133 -0.926 1.273  C12 1.531, H17 1.085, H18 1.086, H19 1.108
12 C 3.723 -0.666 -0.116  C11 1.531, C13 1.460, N16 1.448, H20 1.119
13 C 4.208 -1.915 -0.693  C12 1.460, O14 1.381, H21 1.112, H22 1.114
14 O 4.865 -1.622 -1.872  C13 1.381, C15 1.439
15 C 5.324 -2.716 -2.686  O14 1.439, H23 1.095, H24 1.067, H25 1.087
16 N 2.797 0.003 -1.006  C12 1.448, H26 1.027, H27 1.002
17 H 2.474 -1.788 1.260  C11 1.085
18 H 2.496 -0.138 1.664  C11 1.086
19 H 3.974 -1.128 1.966  C11 1.108
20 H 4.661 -0.091 0.091  C12 1.119
21 H 3.321 -2.552 -0.899  C13 1.112
22 H 4.892 -2.515 -0.050  C13 1.114
23 H 6.013 -3.359 -2.130  C15 1.095
24 H 5.741 -2.243 -3.547  C15 1.067
25 H 4.466 -3.308 -2.995  C15 1.087
26 H 2.232 0.644 -0.436  N16 1.027
27 H 3.323 0.519 -1.684  N16 1.002
28 C 1.782 -2.639 -3.780  C29 1.523, H34 1.075, H35 1.082, H36 1.095
29 C 0.459 -2.240 -3.139  C28 1.523, C30 1.465, N33 1.440, H37 1.105
30 C -0.659 -3.082 -3.572  C29 1.465, O31 1.452, H38 1.086, H39 1.104
31 O -1.889 -2.476 -3.093  C30 1.452, C32 1.410
32 C -2.945 -3.410 -3.063  O31 1.410, H40 1.129, H41 1.062, H42 1.115
33 N 0.594 -2.317 -1.707  C29 1.440, H43 1.032, H44 1.021
34 H 2.567 -1.933 -3.580  C28 1.075
35 H 1.656 -2.712 -4.852  C28 1.082
36 H 2.028 -3.650 -3.440  C28 1.095
37 H 0.246 -1.191 -3.415  C29 1.105
38 H -0.566 -4.034 -3.058  C30 1.086
39 H -0.716 -3.163 -4.672  C30 1.104
40 H -3.302 -3.697 -4.095  C32 1.129
41 H -3.695 -2.902 -2.507  C32 1.062
42 H -2.687 -4.308 -2.456  C32 1.115
43 H -0.197 -1.867 -1.223  N33 1.032
44 H 1.421 -1.813 -1.383  N33 1.021
45 C 3.164 4.613 1.058  C46 1.518, H51 1.099, H52 1.109, H53 1.083
46 C 3.667 3.224 1.408  C45 1.518, C47 1.531, N50 1.435, H54 1.088
47 C 5.185 3.208 1.607  C46 1.531, O48 1.453, H55 1.106, H56 1.116
48 O 5.569 1.823 1.818  C47 1.453, C49 1.406
49 C 6.970 1.731 1.907  O48 1.406, H57 1.086, H58 1.094, H59 1.108
50 N 3.081 2.727 2.620  C46 1.435, H60 1.033, H61 1.018
51 H 2.075 4.522 0.951  C45 1.099
52 H 3.564 4.899 0.064  C45 1.109
53 H 3.343 5.419 1.760  C45 1.083
54 H 3.476 2.618 0.525  C46 1.088
55 H 5.531 3.806 2.471  C47 1.106
56 H 5.712 3.591 0.701  C47 1.116
57 H 7.254 0.685 1.965  C49 1.086
58 H 7.477 2.090 2.808  C49 1.094
59 H 7.490 2.129 1.014  C49 1.108
60 H 2.070 2.560 2.490  N50 1.033
61 H 3.472 1.796 2.749  N50 1.018
62 C -2.309 -3.712 0.704  C63 1.503, H68 1.104, H69 1.102, H70 1.091
63 C -1.159 -4.566 1.160  C62 1.503, C64 1.546, N67 1.449, H71 1.088
64 C -1.324 -5.927 0.446  C63 1.546, O65 1.403, H72 1.121, H73 1.108
65 O -1.394 -5.691 -0.936  C64 1.403, C66 1.413
66 C -1.015 -6.755 -1.785  O65 1.413, H74 1.099, H75 1.096, H76 1.077
67 N 0.133 -3.946 0.947  C63 1.449, H77 1.027, H78 1.024
68 H -3.251 -4.152 1.073  C62 1.104
69 H -2.256 -3.603 -0.392  C62 1.102
70 H -2.242 -2.673 1.031  C62 1.091
71 H -1.350 -4.719 2.220  C63 1.088
72 H -2.234 -6.496 0.773  C64 1.121
73 H -0.414 -6.532 0.625  C64 1.108
74 H -1.365 -6.692 -2.825  C66 1.099
75 H -1.397 -7.686 -1.352  C66 1.096
76 H 0.047 -6.941 -1.774  C66 1.077
77 H 0.355 -3.724 -0.031  N67 1.027
78 H 0.899 -4.469 1.380  N67 1.024
79 C -4.794 -1.522 2.405  C80 1.513, H85 1.084, H86 1.092, H87 1.070
80 C -5.505 -0.906 1.219  C79 1.513, C81 1.539, N84 1.449, H88 1.120
81 C -5.245 0.609 1.152  C80 1.539, O82 1.420, H89 1.118, H90 1.106
82 O -5.893 1.197 2.270  C81 1.420, C83 1.434
83 C -5.677 2.614 2.333  O82 1.434, H91 1.108, H92 1.070, H93 1.082
84 N -5.071 -1.561 0.002  C80 1.449, H94 1.016, H95 1.015
85 H -4.992 -2.586 2.444  C79 1.084
86 H -5.125 -1.098 3.355  C79 1.092
87 H -3.731 -1.397 2.387  C79 1.070
88 H -6.607 -1.076 1.317  C80 1.120
89 H -5.739 0.985 0.223  C81 1.118
90 H -4.171 0.864 1.094  C81 1.106
91 H -6.109 3.146 1.464  C83 1.108
92 H -4.617 2.750 2.366  C83 1.070
93 H -6.197 2.927 3.229  C83 1.082
94 H -4.066 -1.446 -0.094  N84 1.016
95 H -5.507 -1.108 -0.794  N84 1.015
96 C 3.801 4.789 -3.970  C97 1.565, H102 1.093, H103 1.112, H104 1.078
97 C 2.537 5.470 -3.345  C96 1.565, C98 1.525, N101 1.456, H105 1.095
98 C 1.699 4.434 -2.602  C97 1.525, O99 1.395, H106 1.138, H107 1.115
99 O 0.537 5.045 -2.132  C98 1.395, C100 1.412
100 C -0.297 4.223 -1.342  O99 1.412, H108 1.077, H109 1.090, H110 1.080
101 N 2.988 6.463 -2.381  C97 1.456, H111 1.009, H112 1.038
102 H 4.469 4.462 -3.169  C96 1.093
103 H 4.294 5.485 -4.684  C96 1.112
104 H 3.459 3.897 -4.470  C96 1.078
105 H 1.905 5.822 -4.165  C97 1.095
106 H 2.309 3.975 -1.758  C98 1.138
107 H 1.441 3.640 -3.341  C98 1.115
108 H 0.180 3.993 -0.403  C100 1.077
109 H -0.454 3.242 -1.789  C100 1.090
110 H -1.182 4.808 -1.142  C100 1.080
111 H 3.691 7.085 -2.752  N101 1.009
112 H 2.217 7.059 -2.025  N101 1.038
113 C -2.518 2.073 4.957  C114 1.494, H119 1.088, H120 1.073, H121 1.104
114 C -1.542 2.146 3.829  C113 1.494, C115 1.610, N118 1.487, H122 1.118
115 C -0.971 3.642 3.656  C114 1.610, O116 1.412, H123 1.133, H124 1.111
116 O -1.971 4.589 3.342  C115 1.412, C117 1.432
117 C -1.963 4.966 1.961  O116 1.432, H125 1.090, H126 1.096, H127 1.086
118 N -0.337 1.280 3.926  C114 1.487, H128 1.007, H129 1.023
119 H -2.058 2.109 5.942  C113 1.088
120 H -3.133 1.194 4.944  C113 1.073
121 H -3.214 2.928 4.896  C113 1.104
122 H -2.055 1.776 2.907  C114 1.118
123 H -0.197 3.586 2.830  C115 1.133
124 H -0.500 4.011 4.592  C115 1.111
125 H -1.836 4.060 1.368  C117 1.090
126 H -1.074 5.581 1.772  C117 1.096
127 H -2.878 5.524 1.782  C117 1.086
128 H 0.384 1.552 4.574  N118 1.007
129 H -0.616 0.326 4.171  N118 1.023
130 C 0.353 -2.590 5.996  C131 1.522, H136 1.096, H137 1.110, H138 1.125
131 C -0.465 -3.038 4.794  C130 1.522, C132 1.516, N135 1.466, H139 1.108
132 C -1.974 -2.906 4.843  C131 1.516, O133 1.379, H140 1.091, H141 1.109
133 O -2.430 -3.710 5.866  C132 1.379, C134 1.414
134 C -3.842 -3.781 5.869  O133 1.414, H142 1.103, H143 1.094, H144 1.103
135 N -0.006 -2.272 3.632  C131 1.466, H145 1.014, H146 1.007
136 H 0.332 -1.506 6.157  C130 1.096
137 H 1.440 -2.769 5.861  C130 1.110
138 H 0.026 -3.104 6.942  C130 1.125
139 H -0.291 -4.120 4.635  C131 1.108
140 H -2.347 -3.083 3.832  C132 1.091
141 H -2.351 -1.882 5.040  C132 1.109
142 H -4.316 -2.788 5.942  C134 1.103
143 H -4.158 -4.508 6.622  C134 1.094
144 H -3.994 -4.078 4.817  C134 1.103
145 H 0.994 -2.316 3.472  N135 1.014
146 H -0.325 -2.545 2.716  N135 1.007
147 C 1.257 0.846 -5.672  C148 1.522, H153 1.094, H154 1.095, H155 1.101
148 C 0.040 0.078 -6.169  C147 1.522, C149 1.570, N152 1.432, H156 1.071
149 C -1.172 0.352 -5.208  C148 1.570, O150 1.465, H157 1.093, H158 1.125
150 O -1.640 1.732 -5.355  C149 1.465, C151 1.442
151 C -1.448 2.548 -4.181  O150 1.442, H159 1.089, H160 1.078, H161 1.069
152 N -0.283 0.464 -7.509  C148 1.432, H162 0.984, H163 0.998
153 H 1.083 1.907 -5.878  C147 1.094
154 H 2.254 0.657 -6.084  C147 1.095
155 H 1.314 0.642 -4.592  C147 1.101
156 H 0.185 -0.981 -6.095  C148 1.071
157 H -0.865 0.220 -4.168  C149 1.093
158 H -2.002 -0.358 -5.477  C149 1.125
159 H -1.575 3.577 -4.517  C151 1.089
160 H -0.410 2.431 -3.917  C151 1.078
161 H -2.137 2.288 -3.406  C151 1.069
162 H -0.857 -0.156 -8.013  N152 0.984
163 H -0.685 1.373 -7.606  N152 0.998